DFT (the ωB97M-V functional and the def2-TZVPD basis) results for a 4-piece molecular cluster, C36H63Cl2N7O6P overall at a distorted geometry.

Its charge is -1. Its HOMO energy is -5.3 eV. The calculation puts the frontier orbital gap at 7.45 eV.

Last column: Mulliken charge in e.
Atoms and positions in Å:
Cl1 -2.6105 -4.2104 2.5103  -0.133
Cl2 -3.7411 -2.2873 4.5624  -0.217
P1 0.0728 -2.4338 -2.3554  0.990
O1 0.4139 7.1857 -0.7398  -0.621
O2 0.3601 0.6434 2.5166  -0.600
O3 2.5888 0.3024 2.4862  -0.797
O4 0.2507 5.3938 0.6281  -0.312
O5 -3.5478 -3.0098 -0.0870  -0.686
O6 -2.7654 -1.0363 -0.8180  -0.617
N1 -1.0707 -3.2222 -3.1015  -1.134
N2 0.3192 -2.0681 1.9598  0.446
N3 -0.6996 -6.6279 9.7887  -0.431
N4 -0.2443 -1.7537 -0.8565  1.063
N5 -0.9952 -6.4234 -0.2848  -0.626
N6 -4.2550 6.6068 -2.1304  -0.451
N7 3.2310 -4.1935 -1.3934  -0.408
C1 -3.9639 7.0280 -3.1588  0.250
C2 2.0832 -0.8065 -1.1070  -1.251
C3 0.1766 0.5944 -0.3810  -1.589
C4 -1.2585 -4.1753 7.0123  -0.794
C5 -2.5282 -4.4259 7.8145  -0.326
C6 -0.2421 6.4314 -0.0471  0.824
C7 3.6650 -4.8630 -2.2196  0.264
C8 -1.1310 -2.5374 0.0274  1.203
C9 -1.0814 -2.0055 1.4801  -0.703
C10 -1.1374 2.3201 -1.6592  -1.426
C11 3.1472 -5.8885 -4.3944  -0.458
C12 -2.5840 -1.7267 3.3859  0.732
C13 -2.8056 8.8866 -4.2937  -0.387
C14 1.9509 4.4975 -0.8856  0.721
C15 3.7357 2.0508 -1.9593  -0.546
C16 0.7798 -0.8410 -0.2707  0.946
C17 1.6597 5.1687 0.4383  -1.016
C18 -2.0858 -2.5482 2.4558  -0.208
C19 -1.7211 6.6103 0.1203  -1.064
C20 -2.2419 -0.2748 3.5497  -1.129
C21 3.2188 0.0444 -0.5076  -0.217
C22 4.1034 0.6008 -1.6409  -1.145
C23 -0.3760 0.9628 -1.7500  -0.526
C24 -1.6457 -5.0873 -0.5511  -1.064
C25 3.9987 3.0232 -0.8245  -0.435
C26 -3.5628 7.5644 -4.4606  -0.380
C27 1.4114 0.0717 2.1249  -0.039
C28 -2.2675 -4.5892 9.3168  -0.509
C29 -1.3880 -5.7313 9.5811  0.245
C30 4.1772 -5.7453 -3.2664  -0.511
C31 -3.6421 9.9682 -3.6197  -1.141
C32 -0.7182 -4.0421 0.0401  -0.870
C33 -2.6339 -2.1932 -0.3452  0.055
C34 1.8250 -6.4826 -3.9194  -0.861
C35 3.4583 4.4127 -1.1824  -1.369
C36 1.2277 -1.1524 1.1743  -0.290
H1 0.7065 -3.0107 1.9784  0.681
H2 -0.5849 -4.3631 1.0731  0.610
H3 -1.2120 -0.1921 3.8763  0.223
H4 2.2199 6.0856 0.5846  0.425
H5 -0.5667 -5.0166 7.0796  0.387
H6 -1.6475 -6.9897 0.2404  0.260
H7 1.5413 3.4919 -0.8372  -0.526
H8 -3.2054 -4.7491 9.8490  0.311
H9 -2.8405 0.1786 4.3267  0.544
H10 2.4923 -1.8048 -1.2105  0.094
H11 1.8927 -0.3655 -2.0732  0.731
H12 -1.3248 -0.9551 1.3709  -0.939
H13 3.9616 5.1732 -0.5909  0.494
H14 3.5079 2.7489 0.1075  0.250
H15 -1.7993 -3.6910 9.7216  0.289
H16 -3.9254 9.6792 -2.6069  0.340
H17 -2.0721 2.2488 -2.1978  0.379
H18 -0.8988 -6.9223 -1.1592  0.229
H19 5.1083 -5.3273 -3.6498  0.268
H20 -1.0337 0.2163 -2.1739  0.657
H21 2.9594 -4.9113 -4.8428  0.300
H22 -0.6434 0.7130 0.3161  0.689
H23 1.9369 4.5034 1.2498  0.416
H24 3.9400 0.0365 -2.5554  0.389
H25 -3.2144 -3.5904 7.6675  0.230
H26 -1.2844 2.5514 -0.6092  0.314
H27 -2.6123 -5.1163 -0.0796  0.361
H28 -1.9228 -3.1867 -2.5467  0.362
H29 4.3537 2.3784 -2.7961  0.471
H30 5.1501 0.5989 -1.3489  0.491
H31 0.3363 -1.7370 2.9260  0.721
H32 3.8459 -0.5758 0.1224  0.740
H33 -0.5104 3.1043 -2.0709  0.289
H34 1.4157 5.0274 -1.6653  0.618
H35 1.9761 -7.4677 -3.4720  0.355
H36 2.8740 0.8932 0.0583  -0.400
H37 4.4009 -6.7169 -2.8239  0.293
H38 0.4351 1.1391 -2.4588  0.162
H39 1.1352 -6.5926 -4.7552  0.340
H40 -3.0251 -5.3188 7.4313  0.289
H41 -1.9992 6.7831 1.1536  0.323
H42 -2.9328 6.8269 -4.9575  0.274
H43 -4.4570 7.7079 -5.0687  0.293
H44 -1.8996 8.7159 -3.7097  0.275
H45 -0.7427 -3.2790 7.3637  0.311
H46 -3.0769 10.8975 -3.5478  0.323
H47 5.0590 3.1145 -0.5973  0.437
H48 -1.5019 -4.0350 5.9589  0.023
H49 0.2670 -4.2273 -0.3853  0.246
H50 -1.7690 -5.0161 -1.6214  0.407
H51 1.1750 -3.2958 -2.1970  -0.337
H52 2.6994 2.1479 -2.2865  0.135
H53 -2.3684 0.2612 2.6190  0.205
H54 1.3390 -5.8419 -3.1819  0.069
H55 -4.5540 10.1701 -4.1855  0.311
H56 -2.0092 7.4690 -0.4665  0.287
H57 -2.4906 9.2360 -5.2788  0.306
H58 0.4861 -1.3886 -3.2011  0.081
H59 -2.2664 5.7662 -0.2848  0.266
H60 0.9041 1.3565 -0.1062  0.235
H61 3.5924 4.6319 -2.2382  0.358
H62 2.1982 -1.6304 1.1761  0.258
H63 3.5711 -6.5234 -5.1751  0.325

=====

DFT (the ωB97M-V functional and the def2-TZVPD basis) results for C36H63N8O2S2Tl as an isolated structure.

Its charge is +2. Its HOMO energy is -11.2 eV. The value obtained for the energy relative to the best compared isomer or geometry (same formula, charge and spin) is 25.9 kJ/mol. The calculation puts the frontier orbital gap at 3.78 eV.

Last column: Mulliken charge in e.
Atoms and positions in Å:
Tl1 0.7281 -0.5062 -0.6371  0.833
S1 -0.1584 2.4707 -4.3105  -0.145
S2 2.3589 2.5670 -2.1465  0.828
O1 3.2936 2.0589 -1.1568  -0.663
O2 2.7358 2.4203 -3.5330  -0.703
N1 -0.9122 0.7091 -2.6065  0.457
N2 0.9706 1.8348 -1.8350  0.203
N3 1.2352 -3.7680 -0.4244  -0.148
N4 2.4601 -0.7243 -2.7117  -0.256
N5 -0.0482 -2.2167 -2.7154  0.444
N6 1.2949 8.2594 -1.0178  -0.477
N7 5.3739 -0.2117 2.7679  -0.052
N8 3.3759 -0.2209 1.2529  0.274
C1 3.1255 -1.1219 2.3673  -0.123
C2 0.8990 -4.3488 -1.7342  -0.913
C3 -4.2433 -2.1038 -1.5687  -1.551
C4 -1.7908 -3.1131 3.0665  1.849
C5 5.7986 -0.7005 1.4065  -0.868
C6 4.5446 -0.6601 0.4951  -0.423
C7 -2.9071 -2.9583 4.1418  -1.659
C8 2.2161 -1.8103 -3.6677  -0.709
C9 2.2538 4.7542 -0.5246  -0.393
C10 -2.8335 -2.2545 0.8856  -0.504
C11 -2.7243 1.5665 1.4226  2.578
C12 -0.4214 -2.8497 3.7116  -1.599
C13 1.7546 5.1208 -2.8531  -0.485
C14 2.1370 4.2669 -1.8228  -0.330
C15 -4.1665 1.9841 1.7878  -1.708
C16 -2.1229 -2.0667 2.0844  -0.093
C17 -5.6868 -1.2400 0.3143  -1.676
C18 1.9870 6.0807 -0.2562  -0.869
C19 3.5884 1.1421 1.7521  0.043
C20 -1.8041 2.1522 2.5030  -2.297
C21 -3.2965 -1.0354 0.4665  0.867
C22 1.5858 6.9490 -1.2837  1.137
C23 -2.6292 0.0650 1.4280  -0.431
C24 1.4832 6.4465 -2.5866  -0.884
C25 0.7277 -1.9589 -3.9334  -0.513
C26 -1.7838 0.6631 -3.6818  -0.580
C27 -0.2550 -3.6360 -2.4171  -0.483
C28 -1.5425 1.5211 -4.6857  -0.782
C29 4.3282 -1.1224 3.3482  -0.977
C30 -2.2470 2.1641 0.0818  -1.393
C31 0.0217 1.6286 -2.7840  -0.120
C32 4.8336 1.1915 2.6722  -0.999
C33 -4.4098 -0.9663 -0.5380  2.293
C34 -1.9477 -0.6230 2.3387  -0.836
C35 -4.6184 0.3303 -1.3272  -1.849
C36 -1.8434 -4.5294 2.4881  -1.600
H1 -1.1654 2.0551 -0.0220  0.209
H2 -4.9275 1.5462 1.1473  0.294
H3 -2.9149 -1.9610 4.5836  0.357
H4 1.1109 8.8998 -1.7668  0.194
H5 0.3772 -2.9308 2.9701  0.225
H6 4.7807 -2.1047 3.4645  0.362
H7 3.4329 -0.7299 -2.4251  0.179
H8 2.9589 -2.1251 1.9717  0.241
H9 -5.8337 -0.4850 1.0892  0.366
H10 -4.9856 -1.9708 -2.3542  0.460
H11 -3.2526 -2.0719 -2.0282  0.082
H12 6.5926 -0.0426 1.0596  0.359
H13 -2.4811 3.2300 0.0741  0.580
H14 -2.5852 -0.0669 -3.6929  0.297
H15 2.2153 -0.8059 2.8770  0.270
H16 0.3644 -1.0261 -4.3712  0.252
H17 -5.5321 0.2140 -1.9099  0.636
H18 2.0973 6.4666 0.7516  0.299
H19 -1.1387 -3.7069 -1.7711  0.187
H20 4.0761 -0.7362 4.3335  0.353
H21 2.6958 1.4552 2.2946  0.355
H22 -1.1044 -4.6753 1.6985  0.207
H23 1.4817 8.6504 -0.1142  0.190
H24 -2.0909 1.6425 -5.6061  0.468
H25 -0.4751 -4.2046 -3.3302  0.302
H26 -4.4012 -3.0941 -1.1410  0.452
H27 4.6903 0.0427 -0.3246  0.389
H28 1.7015 4.7479 -3.8686  0.578
H29 2.7121 -1.6318 -4.6262  0.458
H30 1.1996 7.1126 -3.3934  0.317
H31 2.6316 -2.7321 -3.2603  0.227
H32 3.7131 1.7990 0.8986  0.110
H33 -2.6949 1.7142 -0.7942  -0.104
H34 -2.7056 -3.6853 4.9290  0.479
H35 1.7928 -4.2997 -2.3545  0.318
H36 6.2049 -1.7017 1.5352  0.307
H37 -3.8923 -3.1626 3.7216  0.397
H38 -3.1072 -3.2090 0.4706  0.368
H39 -4.7382 1.2119 -0.7105  0.281
H40 -2.1036 1.8558 3.5113  0.418
H41 0.6161 -5.4037 -1.6683  0.444
H42 -4.2501 3.0688 1.7118  0.466
H43 -1.6283 -5.2479 3.2788  0.449
H44 -1.8598 3.2394 2.4503  0.483
H45 6.1855 -0.2099 3.3818  0.304
H46 4.6129 1.5213 3.6854  0.331
H47 -0.9494 -1.7697 -2.8109  -0.231
H48 0.4308 -3.8294 0.1892  -0.136
H49 -0.7634 1.8636 2.3331  0.306
H50 -2.8291 -4.7701 2.0879  0.409
H51 1.9675 -4.3206 0.0070  0.280
H52 -0.2494 -3.5976 4.4852  0.523
H53 -4.3942 1.6945 2.8160  0.360
H54 -5.6437 -2.2206 0.7890  0.379
H55 4.3451 -1.6476 0.0790  0.446
H56 -0.3683 -1.8661 4.1800  0.363
H57 5.6276 1.8146 2.2661  0.392
H58 2.3329 0.1731 -3.1750  0.060
H59 2.5701 4.0888 0.2684  0.332
H60 -1.3982 -0.2047 3.1630  0.576
H61 0.5760 -2.7530 -4.6739  0.389
H62 -6.5459 -1.2103 -0.3564  0.464
H63 -3.8028 0.5035 -2.0270  0.176